{
  "formula": "C30H33As2N9O3SV",
  "method": "ωB97M-V/def2-TZVPD",
  "elements": ["C", "H", "As", "C", "C", "C", "N", "H", "C", "H", "H", "C", "C", "H", "H", "C", "H", "C", "H", "H", "N", "H", "H", "S", "C", "O", "O", "O", "C", "N", "N", "H", "N", "H", "H", "H", "N", "C", "C", "C", "H", "C", "C", "H", "N", "C", "V", "H", "C", "C", "C", "H", "C", "C", "H", "H", "C", "H", "H", "H", "C", "N", "H", "C", "C", "H", "H", "C", "H", "N", "As", "C", "H", "H", "C", "C", "H", "H", "H"],
  "positions_angstrom": [[3.912, -4.608, 0.357], [-1.940, 7.377, -2.051], [2.181, -0.174, 0.018], [1.007, 6.363, -0.682], [3.771, -2.356, 1.172], [-1.945, 1.084, 4.636], [-2.162, 1.534, 2.300], [0.435, 1.531, -2.095], [-0.601, -2.975, 1.795], [4.058, -1.617, 1.910], [-3.138, 3.251, 1.746], [0.067, 7.194, -1.292], [4.270, -3.644, 1.288], [2.001, 6.728, -0.463], [-2.898, 4.100, -1.270], [3.054, -4.270, -0.678], [4.065, 0.396, -1.612], [-0.213, 0.777, -2.521], [-0.653, -3.639, -0.976], [4.704, 0.355, 0.044], [-0.799, -0.671, 1.668], [-1.584, 0.425, 5.414], [2.322, -4.552, -3.486], [-2.062, -3.336, 2.637], [-1.780, -1.113, -3.558], [-2.820, 5.038, -1.552], [-2.153, 2.749, -0.515], [-0.129, 2.432, 0.253], [-3.851, -1.530, 0.553], [0.233, -4.010, 1.535], [-3.471, -2.458, -1.420], [0.584, 0.878, -4.512], [-3.034, -0.711, -0.077], [3.109, -3.023, -3.930], [0.384, -4.899, -1.684], [-4.221, -1.425, 1.557], [-0.188, -1.819, 1.278], [-2.814, 2.660, 2.594], [-0.134, 0.403, -3.854], [-1.722, 0.754, 3.304], [-0.713, -1.171, 3.677], [2.155, -3.498, -3.708], [2.539, -2.979, -0.798], [-0.084, -4.938, 1.740], [-0.917, -0.533, -4.380], [-1.021, -0.463, 2.917], [-1.561, 0.839, 0.342], [-4.633, -3.399, -0.019], [-0.632, 4.589, -0.639], [-2.818, -1.334, -1.274], [-1.570, 5.433, -1.254], [1.072, -3.854, 0.998], [2.902, -2.005, 0.138], [-0.975, 3.199, -0.280], [1.804, 1.288, 2.030], [-0.746, -3.993, -2.712], [0.650, 5.071, -0.362], [3.754, 1.751, -0.515], [0.335, 8.212, -1.549], [1.516, -3.421, -4.588], [-1.204, 6.741, -1.576], [-4.137, -2.555, -0.250], [2.774, -5.031, -1.397], [-3.070, 3.056, 3.894], [2.330, 0.340, 1.907], [-2.429, -1.884, -3.957], [4.296, -5.618, 0.437], [-1.872, -0.747, -2.223], [3.366, 0.462, 2.223], [-1.093, 0.208, -1.704], [1.269, -2.549, -2.234], [3.864, 0.668, -0.576], [1.349, 4.397, 0.114], [-2.812, 2.528, 5.962], [-0.076, -3.925, -1.853], [-2.627, 2.249, 4.932], [1.843, -0.418, 2.519], [-3.605, 3.976, 4.081], [4.935, -3.894, 2.105]],
  "relative_energy_ev": 0.004,
  "spin_multiplicity": 4,
  "homo_energy_ev": [-7.131, -7.219]
}